Entry from the OMol25 dataset: 40 unconnected molecules or ions with the total composition H80O40 (ωB97M-V/def2-TZVPD).

Cartesian coordinates (Å):
O  -4.84128  -0.90921  1.65062
O  -1.03116  3.53377  -2.16754
O  3.80497  3.71581  2.53482
O  1.50666  -3.44310  -4.66817
O  4.04772  -0.96164  -3.94741
O  2.49869  -2.70969  1.81487
O  -3.43490  -5.31094  -0.67578
O  -1.10809  -4.44509  -3.63094
O  -1.33613  -4.98793  1.02213
O  -2.46138  -2.63933  3.97887
O  2.90725  1.63640  4.58000
O  4.68764  -0.92438  3.02939
O  1.96511  3.58096  0.62732
O  -0.87996  -3.30848  -1.35060
O  -0.10938  -0.70589  3.62175
O  -2.56507  -1.87185  0.64328
O  4.79801  -1.60401  -0.94979
O  1.81042  1.74361  -2.31533
O  2.12481  0.59360  2.15849
O  -0.76354  0.40776  -3.77606
O  -1.15497  5.36007  1.67905
O  -2.59543  0.91682  -5.28488
O  2.11620  -0.12855  -0.22976
O  0.05781  4.00879  4.75783
O  -5.30049  1.03012  2.21841
O  4.92196  1.76683  1.45607
O  -3.96774  0.91098  4.63674
O  -1.15121  0.03806  -0.29677
O  -1.57573  2.57337  0.18761
O  4.79410  0.84690  -1.30616
O  2.37203  4.59209  -2.01779
O  -1.01456  1.54535  2.44844
O  1.51496  -1.11899  -2.76173
O  -3.11396  5.44505  -0.95424
O  -0.66412  -6.25055  -1.06942
O  -4.02542  2.01009  -1.66218
O  0.98101  -0.92346  -5.25138
O  -4.74571  3.45770  0.94949
O  -2.66851  -1.29809  -2.62642
O  2.29198  -5.29443  2.53880
H  2.94924  -5.42147  3.16264
H  -0.74839  4.44108  -2.31818
H  -1.71524  -3.62680  -3.45980
H  -4.96375  0.94736  4.52984
H  -1.94185  -2.09421  3.46089
H  1.84257  -1.58017  -2.07822
H  -2.25083  -0.56917  -3.05388
H  -1.48354  -3.48571  -0.59491
H  -0.90524  5.29533  2.64033
H  -1.61675  0.99250  -5.47581
H  2.36068  1.88909  -3.10331
H  1.81088  -1.56666  -3.65727
H  1.47976  0.42227  1.64349
H  -1.87992  4.81206  1.54120
H  -5.61514  -1.35351  1.88769
H  -1.33585  -5.83271  1.28104
H  2.38045  -4.01545  -4.65583
H  -1.29287  1.71828  3.34795
H  -3.74050  3.59263  1.18615
H  -0.56081  -0.49865  0.40604
H  0.72742  3.71874  4.13248
H  0.08223  -0.29067  -3.70435
H  4.63459  3.35145  3.02217
H  4.95287  -1.43082  3.83792
H  4.98899  1.55358  -0.54240
H  -4.26047  2.23379  -2.66109
H  -4.80461  2.95145  0.13845
H  2.54153  1.90168  -1.63389
H  2.34413  -4.91464  1.66871
H  5.39470  1.28695  -1.96451
H  -1.93440  1.40618  2.06383
H  -2.35879  -1.60086  -0.26340
H  -1.70548  3.45180  -1.31172
H  -2.91676  -6.17587  -1.01596
H  3.95995  -1.24456  -3.04409
H  3.31827  0.97677  4.01621
H  -3.36788  -5.49636  0.18395
H  0.71684  -0.48964  3.64771
H  -3.70950  4.92927  -1.49773
H  2.13871  4.19045  -2.83552
H  3.69096  -0.94291  3.28165
H  0.65857  -3.79284  -4.38332
H  1.43838  4.81044  -1.82265
H  -0.36070  -5.58095  -0.48384
H  5.31603  -0.77315  -0.97248
H  -3.81783  0.28469  5.32823
H  -4.38196  0.73518  2.27877
H  -0.67499  -0.33126  2.92508
H  -0.56819  1.07754  -2.98977
H  -2.36698  4.93820  -0.62676
H  -1.88269  1.96929  -0.57464
H  2.44739  1.14495  5.19368
H  1.57034  -0.19799  -5.65257
H  1.13881  -1.89176  -5.39663
H  -0.59240  2.80591  -0.03500
H  -0.60624  -4.38160  -2.84226
H  -1.17700  -2.40588  -1.74599
H  -2.49636  -2.14097  -3.19367
H  -0.77960  -0.28641  -1.05166
H  -1.64115  -4.64085  1.89468
H  3.14245  3.27088  2.95141
H  -5.53428  1.96479  2.34105
H  3.25315  -1.94809  1.77867
H  -2.52864  -2.75341  0.74350
H  1.71432  0.46418  -0.67813
H  -0.07411  3.30040  5.29904
H  -4.38531  -1.37866  1.00209
H  -4.69132  1.59165  -1.13754
H  1.68844  -2.30539  1.12150
H  -1.36761  -5.64124  -1.67660
H  4.34727  2.20378  0.87510
H  1.80106  1.43423  2.49906
H  -2.81094  0.90291  -4.37599
H  5.45335  -2.09153  -0.44302
H  3.88253  0.09681  -4.00270
H  4.52444  0.72516  1.51939
H  -1.66092  -2.94069  4.23245
H  2.86962  -0.72314  -0.51569
H  1.17468  4.09202  1.00232
H  2.07965  4.08234  -0.18512

## Properties
Multiplicity: 1
ΔE to the lowest compared entry with this formula, charge and spin: 18.4430 eV
Strongest force on any atom: 11.3 eV Å⁻¹
Orbital gap: 9.16 eV